C35H32BrHgN8O4S | ωB97M-V/def2-TZVPD

Summary:
**Kohn-Sham gap (alpha / beta)**: 3.142 / 6.225 eV
**Lowest unoccupied orbital energy (alpha / beta)**: 3.657 / 3.656 eV
**⟨S²⟩**: 0.7723
**HOMO energy (alpha / beta)**: 0.52 / -2.57 eV
**Energy relative to the best compared isomer or geometry (same formula, charge and spin)**: 34.0 kcal per mole

```
! RIJCOSX wB97M-V def2-TZVPD def2/J DEFGRID3
* xyz -2 2
Hg -0.24281 2.01358 0.57177
O -0.78040 2.13168 -1.52296
C -0.83058 2.99473 -2.46016
C -1.89023 2.92171 -3.41647
C -1.96118 3.76562 -4.49259
C -0.98119 4.74898 -4.70962
C 0.03939 4.86771 -3.79904
C 0.13897 4.03894 -2.66808
C 1.19921 4.31457 -1.73463
N 1.35121 3.77111 -0.59125
C 2.42026 4.21176 0.26911
C 2.82329 3.05093 1.18428
N 1.64766 2.64534 1.90721
C 1.67929 2.39850 3.15962
C 0.51548 2.16771 3.97102
C 0.68178 1.63110 5.25809
C -0.37990 1.43056 6.10497
C -1.66472 1.80421 5.67699
C -1.86689 2.33763 4.43146
C -0.80035 2.52317 3.50379
O -1.02549 3.04029 2.35419
H -2.64878 2.16898 -3.23799
H -2.79053 3.68358 -5.18712
H -1.04092 5.40951 -5.56612
H 0.79443 5.63913 -3.92778
H 1.91289 5.09435 -2.05630
H 2.05521 5.02634 0.90574
H 3.28985 4.57650 -0.29939
H 3.64799 3.34339 1.85069
H 3.16653 2.23168 0.54195
H 2.64714 2.37715 3.68641
H 1.68425 1.34987 5.57003
H -0.23221 0.98639 7.08139
H -2.51204 1.65846 6.33786
H -2.85985 2.60793 4.09599
C -1.50989 -4.38665 -5.14234
C -1.79782 -3.01334 -4.54385
C -0.60997 -2.47565 -3.73857
N -0.97023 -1.35086 -2.88500
C -1.89800 -1.51201 -1.88272
S -3.21933 -0.48070 -1.82537
N -1.77829 -2.55044 -1.03913
C -0.95864 -3.73592 -0.97146
O -1.59316 -4.80397 -0.81425
C 0.48170 -3.68068 -1.00083
C 1.15740 -4.89181 -0.67421
C 2.53063 -4.97388 -0.66965
C 3.30562 -3.86240 -1.02364
C 2.65830 -2.67156 -1.36311
C 1.28334 -2.55622 -1.32713
H -2.38413 -4.76292 -5.67707
H -1.26550 -5.09487 -4.34899
H -0.66802 -4.34088 -5.83814
H -2.65497 -3.08802 -3.87074
H -2.06103 -2.30285 -5.33363
H 0.18716 -2.14358 -4.40797
H -0.21098 -3.27547 -3.11406
H -1.15415 -0.48932 -3.37630
H -2.58809 -2.65664 -0.44273
H 0.54923 -5.74699 -0.41295
H 3.01875 -5.90540 -0.40060
H 4.38895 -3.92145 -1.02884
H 3.25625 -1.81721 -1.66575
H 0.82629 -1.60762 -1.57049
Br 3.33302 -2.55592 5.12337
C 2.37312 -1.68654 3.73621
C 3.06429 -1.09576 2.69113
C 2.32035 -0.43124 1.73477
N 0.99568 -0.30761 1.76236
C 0.36382 -0.89441 2.77387
C 0.99640 -1.60195 3.78444
H 4.14220 -1.14483 2.63356
H 2.81786 0.04419 0.89972
H -0.71262 -0.81382 2.77846
H 0.42068 -2.05162 4.57996
O -1.64887 0.39506 0.83607
N -2.68583 0.77816 1.47535
C -3.38546 -0.13939 2.09809
C -3.10083 -1.53719 2.14498
N -2.84502 -2.65868 2.20707
C -4.51895 0.28038 2.84952
N -5.43803 0.55740 3.48755
*
```

Löwdin atomic charge list, values in e, 2 entries: Hg 1.25; O -0.19

***

C5H14S | ωB97M-V/def2-TZVPD

Summary:
**Kohn-Sham gap**: 9.427 eV
**Lowest unoccupied orbital energy**: 0.976 eV
**HOMO energy**: -8.45 eV
**SMILES**: CCC.CSC
**Energy relative to the best compared isomer or geometry (same formula, charge and spin)**: 15.4 kcal per mole

```
! RIJCOSX wB97M-V def2-TZVPD def2/J DEFGRID3
* xyz 0 1
C -1.31327 -0.16959 -0.77904
C -1.92701 -1.52378 -0.32522
C -0.83218 -2.57367 -0.31129
H -0.59039 0.07622 0.00395
H -2.07381 0.57648 -0.98390
H -0.64198 -0.29651 -1.63246
H -2.38335 -1.43855 0.66054
H -2.68177 -1.79219 -1.06116
H -1.19529 -3.59765 -0.20812
H -0.31103 -2.57511 -1.27100
H -0.15796 -2.46144 0.54101
C 2.21092 0.89621 1.50454
S 1.95786 2.60747 1.15238
C 0.98011 2.66012 -0.42795
H 2.59211 0.82424 2.53142
H 1.28883 0.31913 1.66974
H 2.86373 0.29882 0.87239
H 1.54199 3.08122 -1.25294
H 0.20259 3.38216 -0.18320
H 0.46989 1.70642 -0.49970
*
```

Löwdin atomic charge list, values in e, 2 entries: C -0.13; C -0.31

***

C5H5F8O4P | ωB97M-V/def2-TZVPD

Summary:
**Kohn-Sham gap**: 11.598 eV
**Lowest unoccupied orbital energy**: 0.389 eV
**HOMO energy**: -11.21 eV
**SMILES**: O=P(O)(O)[C@H](O)C(F)(F)C(F)(F)C(F)(F)C(F)F

```
! RIJCOSX wB97M-V def2-TZVPD def2/J DEFGRID3
* xyz 0 1
O -2.62227 -1.17927 -1.13318
P -2.64028 -0.28891 -0.07429
O -2.55893 -0.85107 1.34238
O -4.12213 0.36776 -0.16197
C -1.69715 1.01785 0.00810
O -1.58463 1.56612 -1.60617
C -0.18246 0.77288 0.39909
F -0.37567 0.81156 1.75788
F 0.50393 1.97486 0.14100
C 0.47778 -0.61103 -0.32683
F -0.20091 -1.43103 0.24499
F 0.33646 -0.41661 -1.68672
C 1.89066 -0.65345 0.26487
F 2.34470 -2.02130 -0.21420
F 2.08463 -0.64568 1.55354
C 3.01222 0.51959 -0.61194
F 3.18259 1.43752 0.43026
F 4.00721 -0.20510 -0.96913
H -2.21730 -1.82288 1.35207
H -4.89308 0.04089 -0.47685
H -1.99384 2.09629 0.49479
H -1.71299 0.79668 -2.15851
H 2.34688 0.94356 -1.30129
*
```

Löwdin atomic charge list, values in e, 2 entries: O -0.17; P 0.22

***

C23H52NO6 | ωB97M-V/def2-TZVPD

Summary:
**Kohn-Sham gap**: 7.728 eV
**Lowest unoccupied orbital energy**: -3.976 eV
**HOMO energy**: -11.70 eV

```
! RIJCOSX wB97M-V def2-TZVPD def2/J DEFGRID3
* xyz 1 1
O -0.66976 -0.20108 -0.06953
C -0.85902 -1.16286 -1.12110
C -1.03118 -2.62339 -0.60055
C -0.85061 -2.80113 0.91172
C 0.52758 -2.50467 1.44810
C 0.76928 -2.74004 2.80588
C 1.99839 -2.44514 3.35032
C 2.97303 -1.92327 2.55458
N 2.73754 -1.72755 1.26710
C 1.54807 -2.00470 0.71792
H 0.11398 0.30327 -0.30798
H -1.75266 -0.87359 -1.68005
H 0.00447 -1.13573 -1.79756
H -2.06341 -2.91324 -0.81992
H -0.40082 -3.28098 -1.20812
H -1.13172 -3.81637 1.21239
H -1.56235 -2.13890 1.41974
H -0.03356 -3.15499 3.40651
H 2.20723 -2.62522 4.39720
H 3.94017 -1.68764 2.98191
H 3.44881 -1.33848 0.64869
H 1.44387 -1.80125 -0.33993
C -5.79640 -1.73292 4.16230
C -5.11696 -1.88840 2.81099
C -4.25136 -0.67923 2.48497
O -6.09898 -2.06197 1.79242
H -6.45383 -0.86060 4.16980
H -6.41820 -2.60183 4.37920
H -5.06480 -1.61944 4.96397
H -4.50095 -2.79067 2.81132
H -4.85596 0.22977 2.43390
H -3.77627 -0.80147 1.50861
H -3.47280 -0.53560 3.23803
H -6.65324 -1.27419 1.77841
C 4.35239 1.03991 -2.47188
C 4.64890 0.81735 -1.00212
C 5.44318 1.97228 -0.41434
O 5.38224 -0.40530 -0.83791
H 5.28078 1.11106 -3.04575
H 3.78993 0.19894 -2.88011
H 3.77621 1.95039 -2.62646
H 3.70755 0.70104 -0.45163
H 6.40438 2.07375 -0.92322
H 5.65704 1.79545 0.64130
H 4.89959 2.91325 -0.50630
H 6.21437 -0.31820 -1.31746
C 5.99563 -2.15220 -6.47836
C 5.75720 -1.01336 -5.49929
C 5.28378 0.24339 -6.21406
O 6.96159 -0.72962 -4.78359
H 6.77095 -1.88348 -7.20061
H 6.34286 -3.04223 -5.95226
H 5.08475 -2.40296 -7.02417
H 5.01367 -1.31634 -4.75959
H 6.03390 0.59241 -6.92851
H 5.12621 1.05207 -5.49840
H 4.35087 0.06505 -6.75159
H 7.62905 -0.45961 -5.42363
C 0.64757 3.98829 -3.76927
C 0.99014 2.56893 -4.19159
C -0.16326 1.91953 -4.93886
O 1.31775 1.78704 -3.03566
H -0.21387 3.99291 -3.09528
H 1.48068 4.43904 -3.22802
H 0.41540 4.61226 -4.63270
H 1.87817 2.57892 -4.82534
H -1.05036 1.85929 -4.30138
H 0.09386 0.89950 -5.22887
H -0.41958 2.48230 -5.83680
H 0.53983 1.76945 -2.46738
C -7.53917 2.51937 5.70791
C -7.29427 1.63733 6.92275
C -6.75002 2.44477 8.09073
O -6.37512 0.59640 6.58522
H -6.60552 2.98015 5.37183
H -7.92269 1.92671 4.87582
H -8.25583 3.31096 5.93073
H -8.22519 1.15080 7.21594
H -5.79194 2.90333 7.82907
H -6.57230 1.79934 8.95162
H -7.44354 3.23403 8.38422
H -5.54536 1.00982 6.32400
*
```

Löwdin atomic charge list, values in e, 2 entries: O -0.07; C -0.23

***

C36H27F5N8ORu | ωB97M-V/def2-TZVPD

Summary:
**Kohn-Sham gap (alpha / beta)**: 5.954 / 5.133 eV
**Lowest unoccupied orbital energy (alpha / beta)**: -2.741 / -4.534 eV
**⟨S²⟩**: 8.8400
**HOMO energy (alpha / beta)**: -8.70 / -9.67 eV
**Energy relative to the best compared isomer or geometry (same formula, charge and spin)**: 10.7 kcal per mole

```
! RIJCOSX wB97M-V def2-TZVPD def2/J DEFGRID3
* xyz 1 6
Ru -4.32148 -16.95507 2.06240
C -5.16046 -17.09612 -5.11313
C -4.86671 -17.21562 -3.65058
C -5.25607 -18.40671 -2.98262
C -4.92944 -18.73425 -1.67659
C -4.30129 -17.72673 -0.86279
N -3.82204 -18.06758 0.41327
C -2.96945 -19.14909 0.50118
C -1.98675 -19.42629 -0.58017
C -1.22182 -20.55493 -0.59587
C -1.48781 -21.63008 0.24601
C -0.98591 -23.09365 -0.01356
C -2.26155 -21.38716 1.34834
C -2.95582 -20.15240 1.55242
N -3.53026 -19.93084 2.76967
C -3.58155 -20.84595 3.84345
C -3.85688 -20.14339 4.99272
C -4.11227 -18.82002 4.59913
N -4.04838 -18.74864 3.20090
C -4.22557 -16.41200 -1.42131
C -4.26315 -16.23286 -2.81246
N -4.02394 -15.37900 -0.50753
C -3.45880 -14.15679 -0.85836
C -3.53321 -13.34967 0.25518
C -4.36746 -14.03599 1.25118
N -4.41189 -15.42098 0.77747
H -5.05948 -18.11618 -5.58679
H -4.57698 -16.34749 -5.65847
H -6.20306 -16.88498 -5.32532
H -5.78202 -19.14413 -3.58986
H -4.99952 -19.73591 -1.28248
H -2.08703 -18.74815 -1.40580
H -0.46816 -20.72280 -1.37698
H -1.84006 -23.69868 -0.26521
H -0.33479 -23.43211 0.80713
H -0.34047 -22.97245 -0.91208
H -2.31183 -22.11374 2.16315
H -3.38549 -21.88611 3.67483
H -3.82780 -20.45586 6.03878
H -4.47086 -17.99059 5.09772
H -3.61335 -15.44288 -3.20323
H -2.86216 -14.14238 -1.70173
H -2.98426 -12.43881 0.30540
H -5.46868 -13.77347 1.13355
N -6.54605 -16.15851 4.35981
C -6.98262 -17.16746 3.51343
C -8.08745 -17.89101 3.89144
C -8.72771 -18.79451 3.00597
C -8.15481 -18.93007 1.69697
C -7.06474 -18.11971 1.37987
N -6.41303 -17.34136 2.26327
C -5.75228 -15.04599 4.11322
C -6.00528 -13.81692 4.80627
C -5.38338 -12.63845 4.45054
C -4.38216 -12.70349 3.45782
C -4.09461 -14.00116 2.73072
N -4.75058 -15.19019 3.26098
H -7.07822 -16.10821 5.21953
H -8.37494 -17.84534 4.95891
H -9.62597 -19.35409 3.29575
H -8.58298 -19.64646 0.95620
H -6.64667 -18.08600 0.40447
H -6.73397 -13.86709 5.59153
H -5.66382 -11.66795 4.88905
H -3.80118 -11.76163 3.33589
H -2.98981 -14.23444 2.88594
F 1.80544 -18.00537 5.49437
C 0.72711 -17.72137 4.72667
C 0.75742 -18.01069 3.35168
F 1.80736 -18.79126 2.89583
C -0.24404 -17.50687 2.57782
F -0.27415 -17.80287 1.25341
C -1.39206 -16.80487 3.12440
O -2.32875 -16.43025 2.27056
C -1.25992 -16.44015 4.54681
F -2.31583 -16.02766 5.22592
C -0.18737 -16.85948 5.27952
F 0.00331 -16.61466 6.58434
*
```

Löwdin atomic charge list, values in e, 2 entries: Ru 1.43; C -0.05

***

C2H5PS | ωB97M-V/def2-TZVPD

Summary:
**Kohn-Sham gap**: 9.679 eV
**Lowest unoccupied orbital energy**: 0.693 eV
**HOMO energy**: -8.99 eV
**SMILES**: [PH3]=S.C#C
**Energy relative to the best compared isomer or geometry (same formula, charge and spin)**: 53.8 kcal per mole

```
! RIJCOSX wB97M-V def2-TZVPD def2/J DEFGRID3
* xyz 0 1
P 1.51460 0.00119 -1.85111
S 1.97751 -1.53648 -0.77074
H 1.78557 -0.29692 -3.20482
H 0.39748 0.72116 -1.53022
H 2.17753 1.24605 -1.56257
C -2.42684 0.14183 1.91544
C -1.51660 -0.20730 2.58134
H -3.39951 0.53968 1.50398
H -0.50975 -0.60920 2.91870
*
```

Löwdin atomic charge list, values in e, 2 entries: P 0.21; S 0.00